Entry 1:
158
Properties=species:S:1:pos:R:3 method="wB97M-V/def2-TZVPD" charge=+1 homo_ev=-11.90 fmax_ev_per_a=0.91 energy_ha=-4827.05392
C 3.1417 -3.2268 0.0764
C 2.5147 -2.5750 1.3174
C 1.1629 -1.9231 1.1045
Cl 1.2246 -0.9183 -0.3578
N 0.1067 -2.9244 0.9858
C 0.2221 -4.2281 0.6648
N -0.9372 -4.8605 0.6738
C -1.8400 -3.9250 1.0139
N -3.1610 -4.1465 1.1667
N -1.2415 -2.7239 1.2104
C -1.9858 -1.5197 1.6922
N -1.4267 -0.2659 1.3121
C -2.4463 0.6788 0.8127
H 2.4003 -3.5048 -0.6701
H 3.6647 -4.1385 0.3509
H 3.8131 -2.5443 -0.4288
H 2.4539 -3.2646 2.1536
H 3.1532 -1.7449 1.5990
H 0.9660 -1.2794 1.9503
H 1.1689 -4.6879 0.4433
H -3.6759 -4.6002 0.4253
H -3.6894 -3.7710 1.9324
H -2.1147 -1.6268 2.7609
H -2.9685 -1.6523 1.2433
H -1.0127 0.1561 2.1342
H -3.3909 0.5844 1.3451
H -2.6175 0.5047 -0.2458
H -2.0734 1.6871 0.9456
C 0.9081 2.3631 -0.2547
C 0.6394 3.8483 -0.1561
C 1.8418 4.7366 -0.3728
O 1.5224 5.8827 0.4299
C 0.6922 5.4866 1.4225
O 0.3996 6.1472 2.3650
O 0.2563 4.2283 1.1927
H 1.7058 2.1473 -0.9663
H 1.1838 1.9561 0.7182
H 0.0201 1.8338 -0.5939
H -0.1705 4.1259 -0.8230
H 1.9742 5.0298 -1.4116
H 2.7672 4.2940 0.0079
C 6.2728 8.3330 0.4330
C 5.6200 8.4060 -0.9317
C 4.1111 8.2853 -0.9330
O 3.8517 7.6879 -2.2140
C 4.9488 6.9868 -2.5760
O 4.9915 6.2175 -3.4814
O 5.9838 7.2755 -1.7579
H 5.6173 8.7533 1.1954
H 6.5005 7.2985 0.6857
H 7.2055 8.8936 0.4560
H 5.9354 9.3109 -1.4568
H 3.6011 9.2412 -0.8527
H 3.7446 7.6105 -0.1558
C -0.0766 0.4156 -5.3764
C -0.3117 1.9109 -5.3263
C 0.9095 2.7757 -5.5713
O 0.6149 3.9523 -4.8010
C -0.2205 3.5974 -3.8098
O -0.5018 4.2888 -2.8789
O -0.6847 2.3477 -3.9964
H 0.7143 0.1678 -6.0849
H 0.1908 0.0292 -4.3970
H -0.9767 -0.1080 -5.6937
H -1.1215 2.2031 -5.9979
H 1.0527 3.0429 -6.6142
H 1.8231 2.3228 -5.1793
C 2.8910 -4.6635 7.1119
C 3.0104 -3.1998 6.7449
C 1.9148 -2.3014 7.2843
O 1.8463 -1.2661 6.2870
C 2.2815 -1.7917 5.1207
O 2.1667 -1.2665 4.0524
O 2.8457 -2.9922 5.3184
H 2.4306 -4.7767 8.0931
H 2.2880 -5.1910 6.3744
H 3.8666 -5.1434 7.1472
H 3.9927 -2.8086 7.0130
H 2.1438 -1.8671 8.2530
H 0.9482 -2.8105 7.3277
C -5.9418 2.0336 1.3051
C -5.8989 1.7611 -0.1839
C -7.2280 1.4370 -0.8373
O -6.8369 0.5761 -1.9168
C -5.6743 -0.0235 -1.5800
O -5.1710 -0.9241 -2.1645
O -5.1557 0.5570 -0.4698
H -6.8798 2.5052 1.5976
H -5.8240 1.1048 1.8637
H -5.1334 2.7022 1.5995
H -5.4040 2.5778 -0.7148
H -7.7455 2.3093 -1.2266
H -7.8916 0.8824 -0.1699
C -1.3416 -8.4528 -0.7209
C -2.7804 -8.8566 -0.4787
C -3.3328 -8.5057 0.8858
O -4.3101 -9.5328 1.0928
C -3.9400 -10.6189 0.3663
O -4.4405 -11.6898 0.4588
O -2.9367 -10.2935 -0.4768
H -1.1031 -7.5421 -0.1705
H -0.6711 -9.2512 -0.4051
H -1.1577 -8.2632 -1.7775
H -3.4317 -8.4630 -1.2618
H -3.8013 -7.5320 0.9216
H -2.5749 -8.5773 1.6711
C 7.9440 12.4855 -5.2478
C 7.5271 11.9344 -3.9002
C 6.0804 12.1781 -3.5194
O 6.1439 12.2390 -2.0875
C 7.3961 12.6353 -1.7414
O 7.7199 12.9592 -0.6480
O 8.2097 12.6028 -2.8192
H 7.1084 12.4643 -5.9477
H 8.2931 13.5112 -5.1417
H 8.7540 11.9019 -5.6811
H 7.7672 10.8710 -3.8243
H 5.4122 11.3782 -3.8290
H 5.7062 13.1333 -3.8945
C 5.4258 -3.6368 -3.9219
C 3.9586 -3.8989 -4.1907
C 3.5059 -3.6607 -5.6178
O 2.1332 -3.2777 -5.4442
C 1.9986 -2.7468 -4.2125
O 1.0376 -2.1603 -3.8292
O 3.1123 -2.9661 -3.4784
H 6.0248 -3.8611 -4.8043
H 5.5779 -2.5943 -3.6466
H 5.7967 -4.2542 -3.1057
H 3.6756 -4.9022 -3.8646
H 3.5683 -4.5434 -6.2477
H 4.0428 -2.8344 -6.0887
C -0.9052 -0.2070 5.8129
C -2.3490 0.2515 5.7579
C -3.2891 -0.3715 6.7720
O -4.5392 -0.3983 6.0626
C -4.2730 -0.4383 4.7458
O -5.0520 -0.6818 3.8828
O -2.9584 -0.1895 4.5258
H -0.5817 -0.4454 6.8229
H -0.7898 -1.0907 5.1836
H -0.2317 0.5557 5.4268
H -2.4241 1.3399 5.7856
H -3.3877 0.2053 7.6868
H -3.0129 -1.4007 7.0142
C -9.4507 -7.3720 -0.1608
C -8.0681 -7.1669 -0.7412
C -6.9638 -7.9706 -0.0834
O -5.8139 -7.1149 -0.2754
C -6.2638 -5.8479 -0.3827
O -5.5566 -4.8844 -0.3497
O -7.5906 -5.8149 -0.5185
H -9.5630 -8.3910 0.2092
H -9.6232 -6.6753 0.6579
H -10.2224 -7.2032 -0.9089
H -8.0694 -7.3287 -1.8204
H -6.7902 -8.9361 -0.5485
H -7.1182 -8.1072 0.9877

***

Entry 2:
144
Properties=species:S:1:pos:R:3 method="wB97M-V/def2-TZVPD" charge=0 homo_ev=-7.41 fmax_ev_per_a=9.52 energy_ha=-3315.47378 smiles=C#Cc1c(CCCCO)c(CCCCCCCCCCC)cc2c1Nc1c(Cl)cc(N)c(NCCC)c1S2.CC(C)O.CC(C)O.CC(C)O.CC(C)O.CC(C)O
C 0.1575 1.8513 3.4847
C -0.4030 1.0598 2.4499
C -1.2776 -0.0070 1.5288
C -0.4686 -0.9812 0.4362
C 1.1694 -0.8036 0.3351
C 1.6458 0.6528 -0.2841
C 0.7755 1.1428 -1.5926
C 1.7110 1.5335 -2.9072
O 0.7758 1.6318 -4.0702
C -1.2512 -2.0679 -0.5127
C -0.5616 -3.0693 -1.6191
C 0.5824 -4.0783 -1.0183
C 1.7790 -4.1840 -2.1651
C 3.2911 -4.3382 -1.5142
C 4.2401 -3.0244 -1.8457
C 4.8707 -2.3988 -0.4303
C 6.0928 -1.3240 -0.7235
C 5.8626 0.0537 0.1507
C 6.3211 1.3797 -0.6997
C 5.3959 1.7046 -2.0198
C 5.1814 3.3566 -2.1581
C -2.8951 -2.1359 -0.3751
C -3.6870 -1.1611 0.6783
C -2.9418 -0.0566 1.6896
N -3.7121 0.8271 2.6736
C -4.9064 1.4930 2.0144
C -5.2401 3.1178 2.2277
Cl -4.1441 4.2040 3.3166
C -6.5175 3.8827 1.4794
C -7.5064 2.9878 0.4878
N -8.6342 3.7571 -0.2071
C -7.2598 1.3817 0.2701
N -8.1108 0.4981 -0.6228
C -9.5922 0.6557 -0.3609
C -10.3151 -0.7024 -1.0127
C -9.8004 -0.9721 -2.5793
C -5.9877 0.6804 1.0304
S -5.5928 -1.1774 0.8182
H 0.3687 2.6422 4.3516
H 1.7073 -1.6269 -0.3024
H 1.5762 -0.9223 1.4448
H 1.6456 1.4714 0.5847
H 2.7993 0.5160 -0.5596
H 0.2121 2.1287 -1.2703
H -0.0087 0.3584 -1.9791
H 2.4747 0.6539 -3.1687
H 2.2753 2.5644 -2.7774
H 1.2466 2.0712 -4.8558
H -1.4243 -3.7692 -2.0555
H -0.2143 -2.3999 -2.5167
H 0.9839 -3.6949 0.0118
H 0.1771 -5.1912 -0.8693
H 1.5894 -5.0807 -2.9298
H 1.7908 -3.2068 -2.8468
H 3.7991 -5.2556 -2.0845
H 3.2872 -4.6361 -0.3728
H 5.1703 -3.2863 -2.5372
H 3.6199 -2.1225 -2.3216
H 5.3341 -3.3164 0.1365
H 3.9562 -1.9225 0.1302
H 7.1669 -1.7482 -0.4253
H 6.1028 -1.0943 -1.8906
H 6.5642 0.0211 1.1159
H 4.7248 0.1579 0.4602
H 6.2538 2.3136 0.0026
H 7.4267 1.2156 -1.1044
H 4.3218 1.2463 -1.9399
H 5.9131 1.2520 -2.9807
H 4.4074 3.6807 -1.3165
H 6.2113 3.8511 -1.9031
H 4.7810 3.6327 -3.2475
H -3.5324 -2.8946 -1.0397
H -3.0888 1.5745 3.0515
H -6.7397 5.0462 1.6194
H -8.3077 4.7402 -0.4465
H -8.7661 3.3164 -1.1652
H -7.8434 0.7620 -1.6002
H -9.7794 0.7681 0.7889
H -10.0649 1.5659 -0.9718
H -11.4640 -0.4699 -1.0444
H -10.0247 -1.6697 -0.4200
H -10.6537 -1.5923 -3.1333
H -9.5404 0.0198 -3.1440
H -8.8387 -1.6732 -2.6174
C -1.7716 0.1307 6.3581
C -0.6519 0.8155 7.1256
C -0.8703 0.7201 8.6272
O -0.5879 2.1872 6.7438
H -2.7376 0.6026 6.5699
H -1.6076 0.2180 5.2787
H -1.8368 -0.9304 6.6180
H 0.3078 0.3572 6.8634
H -1.8045 1.2130 8.9194
H -0.0635 1.2279 9.1664
H -0.9085 -0.3233 8.9551
H -1.4361 2.6022 6.9730
C 9.1303 2.4222 3.6314
C 7.7358 1.8419 3.8053
C 7.3990 1.6394 5.2740
O 7.6565 0.5916 3.1258
H 9.8897 1.7473 4.0420
H 9.3638 2.5510 2.5690
H 9.2191 3.3925 4.1298
H 6.9991 2.5109 3.3476
H 8.0971 0.9367 5.7429
H 6.3976 1.2098 5.3835
H 7.4359 2.5862 5.8217
H 8.3074 -0.0089 3.5257
C -5.3502 0.0204 -5.1765
C -6.8503 -0.2059 -5.2763
C -7.3339 -0.0897 -6.7131
O -7.5276 0.7554 -4.4709
H -5.0814 1.0248 -5.5226
H -5.0183 -0.0539 -4.1354
H -4.7997 -0.7136 -5.7731
H -7.1000 -1.1972 -4.8829
H -7.1355 0.9108 -7.1137
H -8.4170 -0.2426 -6.7681
H -6.8429 -0.8270 -7.3557
H -7.3117 1.6389 -4.8130
C 9.2335 -4.8758 2.0914
C 7.7449 -5.1669 1.9877
C 7.4635 -6.6578 2.0860
O 7.2529 -4.6744 0.7439
H 9.7849 -5.3582 1.2765
H 9.4221 -3.8002 2.0066
H 9.6393 -5.2287 3.0445
H 7.2101 -4.6381 2.7841
H 7.9522 -7.2034 1.2709
H 6.3896 -6.8534 1.9974
H 7.8162 -7.0641 3.0390
H 7.7222 -5.1385 0.0309
C -4.0365 2.6569 -2.4515
C -3.5246 3.2449 -3.7568
C -2.0413 3.5684 -3.6749
O -4.2514 4.4338 -4.0564
H -3.9106 3.3664 -1.6260
H -5.1080 2.4405 -2.5210
H -3.5077 1.7321 -2.2010
H -3.7024 2.5374 -4.5740
H -1.8446 4.3103 -2.8927
H -1.6894 4.0022 -4.6170
H -1.4527 2.6709 -3.4610
H -4.0994 5.0678 -3.3361

***

Entry 3:
177
Properties=species:S:1:pos:R:3 method="wB97M-V/def2-TZVPD" charge=+8 homo_ev=-20.96 fmax_ev_per_a=6.76 energy_ha=-4437.39241
C 0.3507 0.1023 1.8100
O -0.6891 -0.1726 0.9014
O -0.1836 1.1440 2.6715
C 1.1749 -1.1719 2.2727
F 0.8285 -1.7078 3.4366
F 1.0448 -2.1078 1.3891
F 2.5110 -1.0740 2.3174
C -0.2354 -0.2376 -0.5522
C -1.5281 -0.2715 -1.3786
H -2.0662 -1.1488 -1.0198
H -2.2091 0.5559 -1.1789
H -1.3095 -0.2869 -2.4463
H 0.3994 -1.0758 -0.8395
H 0.3664 0.6437 -0.7739
H 1.0643 0.7841 1.3474
C -2.3267 -4.0771 -0.9450
C -2.0031 -5.2176 -1.9824
O -1.1186 -6.0526 -1.8370
N -2.7803 -5.1858 -3.2838
H -3.3094 -6.0443 -3.3406
H -3.3287 -4.3399 -3.3452
C -1.7826 -5.0362 -4.4660
H -2.9680 -3.2966 -1.3545
H -1.4266 -3.6390 -0.5138
H -2.9377 -4.5561 -0.1800
H -2.4861 -5.1399 -5.2922
H -1.1301 -5.9022 -4.3551
H -1.3837 -4.0230 -4.5155
C 3.4959 2.4220 1.9342
C 2.4861 2.8646 2.8925
O 2.5181 2.5421 4.0992
N 1.2249 3.5714 2.3385
H 1.3607 3.6173 1.3387
H 0.4753 2.8994 2.4204
C 1.1570 5.0545 2.8313
H 4.4999 2.6219 2.3087
H 3.3740 2.9826 1.0074
H 3.3953 1.3737 1.6532
H 0.2250 5.4486 2.4260
H 2.0603 5.5626 2.4940
H 1.0165 5.0538 3.9122
C -7.1886 4.3275 -3.9818
C -6.7297 2.9575 -4.3306
O -7.4885 2.0490 -4.6914
N -5.2640 2.6363 -3.9801
H -4.7106 2.9120 -4.7787
H -5.0210 3.3168 -3.2744
C -4.9387 1.2305 -3.4436
H -7.5242 4.3712 -2.9457
H -8.0166 4.5484 -4.6553
H -6.3480 5.0083 -4.1158
H -5.4945 1.1887 -2.5069
H -3.8868 1.1746 -3.1633
H -5.2827 0.5545 -4.2264
C -2.9333 -0.2808 4.1733
C -2.3811 0.5059 5.4353
O -3.0211 1.1895 6.2270
N -0.8639 0.5635 5.6169
H -0.4031 0.5083 4.7198
H -0.5527 1.4751 5.9207
C -0.4863 -0.4843 6.5915
H -2.8852 0.3796 3.3074
H -3.9504 -0.5951 4.4076
H -2.3776 -1.2015 3.9957
H -1.3210 -0.7769 7.2285
H 0.4286 -0.1724 7.0952
H -0.2994 -1.4360 6.0942
C -0.6488 0.2317 -5.9819
C 0.0738 1.4562 -5.3684
O 1.0402 1.2908 -4.5939
N -0.4769 2.7945 -5.6138
H -0.0472 3.2613 -6.3996
H -1.4706 2.7771 -5.7940
C -0.6215 3.6832 -4.2784
H -1.2224 -0.1647 -5.1441
H -0.0541 -0.6252 -6.2987
H -1.3307 0.4944 -6.7907
H -1.0383 3.1348 -3.4336
H -1.2452 4.5366 -4.5444
H 0.3582 4.1051 -4.0541
C -1.9703 2.9757 0.2582
C -3.3599 2.9572 0.7243
O -3.9024 2.0013 1.2839
N -4.2493 4.2278 0.5004
H -3.9421 4.7281 -0.3215
H -5.1551 3.8566 0.2515
C -4.5999 5.0008 1.8570
H -1.8499 3.0468 -0.8228
H -1.4720 2.1401 0.7498
H -1.3948 3.8514 0.5584
H -4.8240 4.3088 2.6688
H -5.5094 5.5328 1.5779
H -3.7237 5.6205 2.0474
C 1.9561 -4.4346 -0.4674
C 1.9022 -5.6038 0.5165
N 2.0217 -5.2594 1.8968
C 3.2509 -4.8967 2.4688
C 2.9628 -4.6572 3.8096
N 1.6132 -4.7432 4.0529
C 1.0009 -5.2061 2.9111
C 0.8753 -4.3825 5.2599
H 2.6731 -3.6541 -0.2127
H 1.0307 -3.8789 -0.6190
H 2.1355 -4.7511 -1.4949
H 2.7147 -6.2846 0.2627
H 0.9530 -6.1214 0.3777
H 4.1715 -4.7726 1.9179
H 3.5509 -4.4315 4.6868
H -0.0547 -5.1492 2.6903
H 0.8052 -3.3184 5.4854
H 1.3570 -4.8417 6.1232
H -0.1752 -4.6639 5.1869
C -8.0447 -3.9335 3.4361
C -8.2153 -3.3544 2.0709
N -7.2446 -2.3363 1.8266
C -7.4389 -1.0166 2.1863
C -6.4233 -0.2599 1.6409
N -5.7272 -1.1452 0.7950
C -6.2714 -2.4012 0.8557
C -4.6434 -0.7948 -0.1737
H -8.2569 -3.2000 4.2140
H -7.0195 -4.2849 3.5527
H -8.6142 -4.8496 3.5926
H -9.2003 -2.9175 1.9071
H -8.2321 -4.0256 1.2122
H -8.2933 -0.7441 2.7880
H -6.1853 0.7928 1.6824
H -5.8246 -3.2774 0.4096
H -4.9076 0.1745 -0.5965
H -4.6401 -1.5436 -0.9658
H -3.6783 -0.6737 0.3182
C 5.1691 -0.0216 3.8016
C 6.1961 0.1854 2.6597
N 7.1780 1.0942 3.2115
C 8.1598 0.8453 4.1409
C 8.8645 2.0685 4.3372
N 8.3755 2.9930 3.3955
C 7.2755 2.4377 2.8247
C 8.8683 4.3701 3.1701
H 4.4179 -0.7914 3.6254
H 4.6204 0.8648 4.1200
H 5.5924 -0.2014 4.7898
H 5.8100 0.5669 1.7145
H 6.7587 -0.7271 2.4622
H 8.2587 -0.0727 4.7012
H 9.6460 2.4299 4.9893
H 6.7231 2.9910 2.0796
H 8.2876 5.0990 3.7354
H 8.6759 4.5826 2.1185
H 9.9204 4.5035 3.4223
C 3.6628 0.4392 -1.8539
C 3.6382 1.7922 -2.5226
N 4.3929 1.9782 -3.6698
C 4.0109 2.7211 -4.7728
C 5.0268 2.6889 -5.7540
N 6.0987 1.9750 -5.1905
C 5.7010 1.5674 -3.9143
C 7.4215 1.8487 -5.8177
H 4.6994 0.2550 -1.5718
H 3.1928 -0.3465 -2.4453
H 3.0062 0.3581 -0.9877
H 4.0995 2.5203 -1.8553
H 2.6085 2.0823 -2.7312
H 3.0085 3.1140 -4.8575
H 5.0327 3.1544 -6.7285
H 6.3217 1.0486 -3.1988
H 7.4498 1.0229 -6.5285
H 8.1927 1.5272 -5.1177
H 7.8581 2.7382 -6.2719
C 1.7157 -2.5564 -3.3684
F 1.6663 -1.3885 -3.9620
F 2.8614 -2.7520 -2.6884
F 0.7048 -2.7751 -2.6039
S 1.6691 -3.8183 -4.8830
O 3.0893 -3.8497 -5.3836
O 1.2043 -5.1055 -4.3481
O 0.7343 -3.2686 -5.8361

***

Quick rundown of orbital gap, same order as above: 9.849 7.161 3.590 eV